Record 1
Molecular formula: C15H43BN4O6P
Method: DFT, the ωB97M-V functional and the def2-TZVPD basis

Last column: Löwdin charge in e.
Cartesian coordinates (Å):
C: 3.29607 -4.06353 3.19170  -0.042
N: 2.61395 -2.73718 2.96741  -0.046
C: 2.68475 -2.40194 1.52038  -0.079
B: 1.25854 -2.85278 3.45242  -0.602
O: 0.87075 -3.73098 4.48203  0.130
N: 0.24404 -1.90360 2.81165  0.046
C: 0.31883 -0.55221 2.93806  0.022
N: -0.72825 -0.11151 2.18686  0.109
C: -1.45184 -1.13291 1.61480  -0.007
C: -0.82557 -2.35956 2.03136  -0.240
P: -1.23097 -4.14334 1.68578  0.769
N: -0.58747 -4.54284 0.29628  -0.299
H: 2.61203 -4.89196 2.87791  0.094
H: 3.43915 -4.16273 4.29969  0.108
H: 4.29301 -4.11196 2.70230  0.108
H: 2.18068 -1.44923 1.24140  0.086
H: 2.29955 -3.20872 0.84556  0.094
H: 3.77102 -2.25982 1.27598  0.100
H: 0.85263 -4.64822 4.15359  0.091
H: 1.06980 0.03494 3.50417  0.189
H: -0.97393 0.87705 2.03370  0.138
H: -2.33068 -1.06975 0.94717  0.146
H: -2.65774 -4.23759 1.67831  0.024
H: -0.75853 -4.95719 2.76559  0.022
H: 0.06431 -5.31242 0.47185  -0.033
C: 4.16133 -2.41837 -2.16538  -0.097
C: 5.16025 -3.53912 -1.95040  -0.309
O: 4.78243 -4.30236 -0.80785  -0.098
H: 4.11526 -1.77170 -1.28587  0.063
H: 4.43267 -1.81401 -3.03306  0.079
H: 3.15573 -2.82160 -2.31854  0.068
H: 6.15813 -3.13731 -1.77508  0.116
H: 5.20440 -4.19924 -2.82166  0.113
H: 3.90260 -4.65811 -0.97819  0.075
C: -2.80614 4.28319 0.23352  -0.071
C: -1.87168 3.12336 0.50471  -0.297
O: -2.30307 2.39431 1.66618  -0.115
H: -2.84119 4.95666 1.09237  0.068
H: -2.48288 4.84652 -0.64284  0.086
H: -3.82587 3.92703 0.06541  0.081
H: -0.85964 3.48294 0.69333  0.117
H: -1.84158 2.43974 -0.34941  0.103
H: -3.19569 2.07113 1.49174  0.092
C: 0.06476 -1.46717 -3.45848  -0.086
C: 0.54392 -0.09479 -3.02893  -0.307
O: -0.39850 0.49477 -2.12906  -0.099
H: -0.90998 -1.39609 -3.94535  0.066
H: 0.77195 -1.92871 -4.15074  0.077
H: -0.05768 -2.12385 -2.59111  0.065
H: 0.64353 0.56174 -3.89172  0.094
H: 1.51659 -0.15895 -2.52864  0.102
H: -0.47236 -0.09022 -1.36673  0.053
C: -2.73602 0.78126 -5.69614  -0.092
C: -1.62088 1.68009 -6.19493  -0.308
O: -0.35493 1.04945 -6.01760  -0.096
H: -2.59242 0.54553 -4.63905  0.065
H: -3.70946 1.25937 -5.82153  0.075
H: -2.73944 -0.16819 -6.23869  0.075
H: -1.60719 2.61673 -5.63723  0.114
H: -1.75360 1.91199 -7.25608  0.110
H: -0.36659 0.22640 -6.52006  0.086
C: -1.72932 7.05002 3.77183  -0.096
C: -3.15998 7.45250 4.07595  -0.319
O: -4.06003 6.40702 3.71831  -0.092
H: -1.61429 6.82013 2.71027  0.066
H: -1.03352 7.84848 4.03635  0.076
H: -1.45527 6.14806 4.32653  0.070
H: -3.43646 8.33910 3.50541  0.114
H: -3.28283 7.67462 5.14052  0.110
H: -3.81918 5.62767 4.23192  0.076

Computed properties:
**Strongest force on any atom**: 0.0685 Eh/bohr
**Total charge**: +1
**Highest occupied orbital energy**: -0.43988 hartree
**HOMO-LUMO gap**: 0.3234 hartree
**Relative energy (zero: lowest compared OMol25 entry of this formula, charge and spin)**: 160.2 kJ/mol
**DFT total energy**: -44456.3279 eV


Record 2
Molecular formula: C15H43BrNaO18P3S2
Method: DFT, the ωB97M-V functional and the def2-TZVPD basis

Last column: Löwdin charge in e.
Cartesian coordinates (Å):
Na: -1.50481 -1.02300 -0.70288  0.796
Br: -5.30189 -1.74611 -2.39303  -0.854
O: -1.09565 -4.96196 1.17698  -0.319
S: -1.32770 -5.95697 2.26286  0.703
O: -1.33463 -7.38226 2.05684  -0.289
O: -0.24730 -5.56462 3.50754  -0.260
C: -0.31172 -6.44071 4.65128  -0.336
C: 0.98192 -6.37147 5.27927  -0.099
C: -2.86937 -5.43190 3.11760  -0.104
H: -0.45820 -7.45722 4.28612  0.114
H: -0.99981 -6.22584 5.46888  0.126
H: 1.05682 -7.16295 6.02495  0.094
H: 1.02261 -5.39262 5.75708  0.082
H: 1.82921 -6.38743 4.59374  0.094
H: -3.61428 -5.51022 2.32571  0.070
H: -2.72425 -4.42002 3.49592  0.070
H: -3.15679 -6.04904 3.96884  0.065
O: -3.27911 2.86858 -0.57808  -0.319
S: -3.88529 4.12358 -1.02268  0.673
O: -3.69076 5.31834 -0.23328  -0.290
O: -3.35386 4.41037 -2.56881  -0.258
C: -3.29562 3.32707 -3.46258  -0.300
C: -2.89253 3.71707 -4.87773  -0.065
C: -5.72392 3.88986 -1.28981  -0.087
H: -4.22628 2.76395 -3.53224  0.117
H: -2.50882 2.68975 -3.05899  0.113
H: -1.94578 4.25508 -4.82969  0.071
H: -3.44815 4.48777 -5.41196  0.076
H: -2.76200 2.85098 -5.52653  0.082
H: -5.99286 3.17422 -2.06675  0.065
H: -6.11129 4.90377 -1.38998  0.062
H: -6.22604 3.50430 -0.40249  0.067
C: 5.68551 3.31636 -0.10256  -0.098
O: 4.57888 2.44888 -0.37694  -0.217
P: 3.06017 2.97365 -0.25974  0.469
O: 2.00188 1.89963 -0.37861  -0.277
O: 2.93974 3.70873 1.18503  -0.236
C: 1.84023 4.46789 1.62811  -0.103
O: 3.02160 4.18330 -1.35897  -0.247
C: 3.03581 3.89504 -2.80615  -0.062
H: 6.38540 3.29858 -0.93800  0.090
H: 6.24304 3.11286 0.81169  0.089
H: 5.31015 4.33381 0.00703  0.079
H: 2.00452 5.49791 1.31161  0.090
H: 1.87806 4.41087 2.71596  0.090
H: 0.85989 4.12184 1.30057  0.093
H: 2.22246 4.45972 -3.26186  0.083
H: 2.88614 2.83713 -3.02187  0.086
H: 3.91621 4.30310 -3.30265  0.083
C: 1.39329 -0.10241 -8.00094  -0.119
O: 1.03402 -0.26428 -6.66172  -0.230
P: 0.89129 -1.72315 -6.02586  0.457
O: 0.50486 -1.66126 -4.59694  -0.242
O: 2.34386 -2.36845 -6.41340  -0.212
C: 3.44912 -2.02242 -5.65467  -0.145
O: -0.20004 -2.42506 -7.00331  -0.237
C: -1.56483 -2.01527 -7.05771  -0.076
H: 2.32147 0.46844 -8.02731  0.095
H: 0.52111 0.28137 -8.53019  0.097
H: 1.67612 -1.04963 -8.46015  0.084
H: 4.29772 -1.60486 -6.19655  0.088
H: 3.89093 -2.87168 -5.13346  0.093
H: 3.24073 -1.22658 -4.93962  0.086
H: -1.62762 -1.14977 -6.39811  0.084
H: -2.21266 -2.79241 -6.65218  0.099
H: -1.81116 -1.74237 -8.08384  0.092
C: 0.06509 -1.41129 7.82261  -0.113
O: -0.64736 -1.46801 6.60318  -0.223
P: -0.16595 -0.62698 5.32003  0.544
O: -0.95936 -0.85629 4.03680  -0.276
O: 1.47804 -0.93388 5.24759  -0.238
C: 2.55307 -0.06650 5.65161  -0.100
O: -0.36793 0.91948 5.87501  -0.268
C: -1.71741 1.46816 5.95547  -0.082
H: 0.98195 -0.82245 7.84945  0.074
H: 0.50789 -2.40102 7.93428  0.091
H: -0.49500 -1.11539 8.70965  0.097
H: 3.14059 -0.40662 6.50439  0.088
H: 2.09577 0.89407 5.88884  0.073
H: 3.16539 0.17642 4.78319  0.089
H: -1.82354 2.11142 6.82900  0.087
H: -2.45228 0.66314 5.95704  0.082
H: -1.97873 2.07590 5.08917  0.086

Computed properties:
**Strongest force on any atom**: 0.0774 Eh/bohr
**Highest occupied orbital energy**: -0.23543 hartree
**HOMO-LUMO gap**: 0.2096 hartree
**Relative energy (zero: lowest compared OMol25 entry of this formula, charge and spin)**: 98.4 kJ/mol
**DFT total energy**: -177106.3643 eV


Record 3
Molecular formula: C15H43KO10
Method: DFT, the ωB97M-V functional and the def2-TZVPD basis

Last column: Löwdin charge in e.
Cartesian coordinates (Å):
K: -3.74242 -0.49357 0.61160  0.907
O: -1.61763 1.03436 -0.06771  -0.033
C: -0.62240 0.14418 -0.46179  -0.718
O: -1.06100 -0.93375 -0.93779  -0.064
O: 0.54588 0.48294 -0.26024  0.024
H: -1.08975 1.72815 0.35823  0.100
C: 3.74125 0.79192 -2.07358  -0.085
C: 3.43759 -0.62801 -1.61989  -0.319
O: 3.16627 -0.69181 -0.22688  -0.102
H: 2.85378 1.42280 -1.97457  0.067
H: 4.07769 0.82206 -3.10898  0.070
H: 4.49559 1.20850 -1.40311  0.074
H: 4.28278 -1.27266 -1.86843  0.108
H: 2.58386 -1.03364 -2.17937  0.107
H: 2.30380 -0.26486 -0.13323  0.022
C: -0.98601 1.51198 4.24605  -0.070
C: -1.85340 0.57956 3.45836  -0.333
O: -3.05121 0.25459 4.16573  -0.066
H: -0.67640 0.99546 5.16528  0.089
H: -1.47898 2.42494 4.56599  0.085
H: -0.05353 1.66416 3.70093  0.052
H: -1.27332 -0.32740 3.23503  0.119
H: -2.04181 1.00586 2.45972  0.078
H: -3.33920 -0.62220 3.90184  0.068
C: -3.19254 0.92654 -3.63679  -0.062
C: -3.97209 -0.19197 -2.95383  -0.296
O: -5.16531 0.31181 -2.28776  -0.107
H: -3.88335 1.61025 -4.14031  0.076
H: -2.49624 0.52753 -4.37064  0.075
H: -2.67108 1.53091 -2.89384  0.072
H: -3.29576 -0.66927 -2.24261  0.066
H: -4.26380 -0.95580 -3.67774  0.102
H: -5.82190 0.26370 -2.98782  0.080
C: -2.23844 -3.03929 -4.99618  -0.088
C: -1.50347 -2.89915 -3.68542  -0.330
O: -0.80929 -1.66036 -3.65826  -0.092
H: -1.65287 -2.69016 -5.84550  0.079
H: -3.17780 -2.48205 -4.99770  0.052
H: -2.50194 -4.08939 -5.15737  0.075
H: -0.79006 -3.71903 -3.56413  0.108
H: -2.24032 -2.92610 -2.87321  0.106
H: -0.73537 -1.37439 -2.73281  0.033
C: 0.68244 4.44898 1.41392  -0.090
C: 1.96853 4.66091 2.19360  -0.326
O: 3.10827 4.46087 1.37195  -0.074
H: -0.17702 4.78167 2.00373  0.072
H: 0.56962 3.41802 1.07522  0.044
H: 0.68423 5.05634 0.50391  0.076
H: 2.00518 3.97635 3.04901  0.099
H: 1.98456 5.66882 2.61004  0.109
H: 3.24549 3.50851 1.31700  0.072
C: 1.61673 -3.74914 0.67143  -0.079
C: 0.47587 -3.93159 -0.32485  -0.296
O: -0.77944 -3.48158 0.23043  -0.113
H: 1.30341 -4.10466 1.65560  0.072
H: 1.92099 -2.70797 0.71948  0.048
H: 2.48356 -4.34465 0.37320  0.075
H: 0.37614 -4.96502 -0.64849  0.104
H: 0.70201 -3.29845 -1.18960  0.102
H: -0.89907 -2.59113 -0.13582  0.014
C: 2.67799 0.71084 4.29157  -0.081
C: 2.10042 0.22211 2.98202  -0.311
O: 1.77433 1.34618 2.15897  -0.108
H: 2.93472 -0.15759 4.90234  0.078
H: 1.97006 1.33440 4.83777  0.061
H: 3.59471 1.27802 4.12995  0.079
H: 1.20963 -0.39487 3.16369  0.103
H: 2.84030 -0.39885 2.46518  0.110
H: 1.43654 0.97613 1.32747  0.031

Computed properties:
**Strongest force on any atom**: 0.0254 Eh/bohr
**Highest occupied orbital energy**: -0.34777 hartree
**HOMO-LUMO gap**: 0.3101 hartree
**Relative energy (zero: lowest compared OMol25 entry of this formula, charge and spin)**: 0.0 kJ/mol
**DFT total energy**: -53053.1527 eV